Formula: C13H31BF4N2NaO7
Source: the Open Molecules 2025 dataset
Level of theory: ωB97M-V/def2-TZVPD

Positions of all 59 atoms, in Å:
Na: 1.071 0.054 -0.646
B: 2.283 0.190 -3.189
F: 1.882 -1.039 -2.587
F: 2.870 0.852 -2.112
F: 3.133 -0.049 -4.278
F: 1.133 0.869 -3.592
O: 1.005 4.520 0.791
C: 1.216 3.173 0.766
O: 1.562 2.656 1.875
O: 1.018 2.562 -0.304
H: 1.038 4.724 1.736
C: -2.733 -2.314 -3.689
O: -2.749 -1.088 -3.027
C: -1.461 -0.500 -2.773
C: -1.651 0.707 -1.880
N: -1.869 0.401 -0.470
C: -2.348 1.547 0.308
C: -3.819 1.891 0.050
O: -4.568 0.756 0.424
C: -5.956 1.036 0.518
H: -3.770 -2.649 -3.740
H: -2.191 -3.098 -3.148
H: -2.322 -2.276 -4.703
H: -1.107 -0.134 -3.738
H: -0.796 -1.243 -2.330
H: -2.468 1.315 -2.289
H: -0.723 1.254 -2.065
H: -2.640 -0.265 -0.463
H: -1.703 2.383 0.020
H: -2.212 1.363 1.375
H: -3.950 2.072 -1.027
H: -4.085 2.858 0.493
H: -6.234 1.525 -0.423
H: -6.171 1.618 1.415
H: -6.535 0.113 0.539
C: 6.165 0.580 3.346
O: 5.122 -0.309 3.080
C: 4.078 0.241 2.304
C: 2.926 -0.758 2.326
N: 1.707 -0.196 1.706
C: 0.525 -0.997 2.060
C: 0.395 -2.267 1.235
O: -0.310 -2.201 0.013
C: -0.356 -3.434 -0.620
H: 6.079 1.495 2.749
H: 7.139 0.189 3.026
H: 6.272 0.851 4.399
H: 4.353 0.540 1.291
H: 3.657 1.092 2.859
H: 2.761 -1.056 3.369
H: 3.146 -1.641 1.718
H: 1.686 0.790 2.001
H: -0.303 -0.314 1.842
H: 0.475 -1.229 3.129
H: -0.028 -3.058 1.876
H: 1.393 -2.691 1.035
H: -0.947 -4.213 -0.128
H: 0.642 -3.855 -0.813
H: -0.727 -3.344 -1.641

Computed properties:
- E (eV) = -47268.131
- HOMO (eV) = -5.6
- charge = -1
- LUMO (Ha) = 0.0815
- HOMO-LUMO gap (eV) = 7.83
- ΔE to the lowest compared entry with this formula, charge and spin (eV) = 0.000